No. 1
C13H10N2O11PdS3 | ωB97M-V/def2-TZVPD

Each line ends with the Löwdin charge.
Geometry (Å):
Pd1 -0.46564 -0.22343 -0.87977  0.7302
O1 -3.88077 -2.16698 -1.53032  -0.3521
S1 -2.68147 -1.36345 -1.37052  0.4031
O2 -2.42998 -0.44591 -2.46455  -0.3681
O3 -1.49327 -2.18538 -1.04162  -0.4033
C1 -3.01239 -0.35323 0.12976  -0.2281
C2 -3.78809 -1.04928 1.05178  -0.0791
C3 -4.13697 -0.50165 2.27338  -0.0900
C4 -3.70726 0.77495 2.59034  -0.0915
C5 -2.93483 1.48166 1.68504  -0.0844
C6 -2.57783 0.94779 0.44820  -0.2176
S2 -1.43249 2.10906 -0.41884  0.4292
O4 -0.10065 1.81240 0.15941  -0.3821
O5 -1.92850 3.42304 -0.04871  -0.3547
O6 -1.39873 1.90965 -1.86403  -0.3776
H1 -4.09437 -2.04917 0.77872  0.1033
H2 -4.73234 -1.07461 2.97403  0.0928
H3 -3.95887 1.21547 3.54774  0.0925
H4 -2.58655 2.47801 1.91560  0.1005
O7 3.88004 -0.52944 4.04083  0.0980
C7 3.03244 -0.64973 3.17871  -0.2850
C8 3.19357 -0.31516 1.72895  -0.2865
O8 4.19710 0.13867 1.20105  0.0891
C9 1.90702 -0.60739 1.06580  -0.2514
C10 0.90444 -0.94652 2.09897  -0.2729
O9 -0.29243 -1.00329 1.91233  0.1342
C11 1.63864 -1.17464 3.37924  -0.2739
O10 1.22458 -1.72511 4.37685  0.1132
O11 1.70799 -0.58021 -0.15775  0.0245
C12 4.09993 0.35095 -2.42147  -0.0912
N1 3.10269 -0.50512 -3.03724  -0.0771
C13 1.79858 -0.17911 -3.19594  -0.9782
N2 1.46295 1.13260 -3.09715  0.0973
S3 0.72395 -1.32805 -3.77381  0.5738
H5 5.07645 -0.10821 -2.57372  0.0773
H6 3.94449 0.47435 -1.34882  0.0609
H7 4.09658 1.32757 -2.90880  0.0759
H8 3.22586 -1.49526 -2.91440  0.0978
H9 1.95237 1.67436 -2.39626  0.0917
H10 0.46376 1.30978 -3.09302  0.0595

As for the energy: -2761.04959 a.u. For the HOMO-LUMO gap (spin up / spin down), the calculation gives 7.360 / 5.335 eV. The energy above the lowest of the compared OMol25 structures with the same formula, charge and spin comes out at 192.8 kJ/mol. As for the expectation value of S²: 2.0235. Its multiplicity is 3. As for the charge: -2. The value obtained for the HOMO energy (spin up / spin down) is -2.61 / -2.40 eV. Its LUMO energy (spin up / spin down) is 4.7 / 2.9 eV. The value obtained for the molar mass is 572.85 g mol⁻¹.

---

No. 2
C28H35F2N5O3PtS | ωB97M-V/def2-TZVPD

Each line ends with the Löwdin charge.
Geometry (Å):
Pt1 0.62743 0.64516 0.63271  1.2273
F1 5.31653 -0.92204 2.80751  0.1122
C1 4.27103 -0.10494 2.92291  -0.2494
C2 3.32073 -0.08254 1.90841  -0.0477
C3 2.21223 0.72656 2.04141  -0.2038
C4 2.04423 1.57286 3.15311  -0.1010
C5 3.05503 1.54506 4.12631  -0.1922
F2 2.99053 2.34436 5.19481  0.1048
C6 4.15643 0.71606 4.02991  0.1048
C7 0.82743 2.38696 3.23761  -0.1842
C8 0.42233 3.11056 4.36411  0.0411
C9 -0.76297 3.82236 4.32911  -0.0032
C10 -1.52817 3.82256 3.17311  -0.0114
C11 -1.07487 3.07026 2.10191  -0.1017
N1 0.05063 2.38246 2.14611  0.0526
H1 3.46743 -0.72714 1.05281  0.1119
H2 4.90703 0.71906 4.80331  0.1482
H3 1.01563 3.11316 5.26061  0.1204
H4 -1.08427 4.37306 5.19901  0.1290
H5 -2.44057 4.38986 3.09661  0.1217
H6 -1.63067 3.02616 1.17461  0.1048
C12 -1.40287 -4.32994 -4.12559  -0.0457
O1 -1.89047 -4.70064 -2.85349  -0.0382
C13 -1.50697 -4.03554 -1.76649  -0.2640
C14 -2.07627 -4.49564 -0.55049  0.0536
C15 -1.74707 -3.89614 0.64391  -0.0014
C16 -0.87467 -2.80864 0.70071  -0.0889
C17 -0.55787 -2.17034 1.98111  -0.3463
C18 -0.49967 -3.04614 3.19461  0.0256
O2 -0.35527 -0.96214 2.11001  -0.0149
C19 -0.28237 -2.31774 -0.52809  -0.3419
O3 0.58003 -1.37504 -0.55289  -0.1453
C20 -0.63717 -2.96164 -1.73929  0.0637
H7 -1.85277 -5.01944 -4.83649  0.1076
H8 -0.31417 -4.41604 -4.17709  0.1033
H9 -1.70297 -3.30974 -4.37659  0.0924
H10 -2.75767 -5.32974 -0.60189  0.1339
H11 -2.20287 -4.25574 1.55211  0.1265
H12 -0.15967 -4.05004 2.95421  0.1021
H13 -1.49217 -3.11704 3.64251  0.1109
H14 0.16223 -2.58524 3.92541  0.1010
H15 -0.18027 -2.59354 -2.64539  0.1169
C21 5.56373 1.58156 -2.01819  -0.0693
N2 4.64403 0.51436 -2.32859  -0.0271
C22 3.40983 0.41216 -1.86679  -0.7758
N3 2.66153 -0.63904 -2.18089  0.1372
S1 2.74813 1.68696 -0.92989  0.8161
H16 6.21653 1.75096 -2.86909  0.1020
H17 6.17093 1.31636 -1.15089  0.1021
H18 5.01083 2.49126 -1.79349  0.0519
H19 5.00213 -0.23934 -2.90009  0.1615
H20 3.06973 -1.41944 -2.67419  0.1300
H21 1.78213 -0.81424 -1.68509  0.0422
C23 -3.59097 0.40816 0.66151  -0.0356
C24 -2.45587 0.16106 -0.32759  -0.2153
N4 -2.42807 1.11636 -1.42199  -0.0641
C25 -3.47277 0.94586 -2.42229  -0.1798
C26 -2.96107 0.14146 -3.61529  -0.0413
C27 -1.41437 1.96616 -1.59479  -0.3968
C28 -1.50377 3.02426 -2.65829  0.0266
N5 -0.33677 1.94466 -0.85969  -0.0526
H22 -3.43907 -0.22454 1.53151  0.0811
H23 -4.56557 0.17276 0.24221  0.0790
H24 -3.59897 1.44346 0.98881  0.0744
H25 -2.54237 -0.84944 -0.74179  0.1247
H26 -1.50517 0.23196 0.22271  0.0303
H27 -3.85447 1.91616 -2.74279  0.1180
H28 -4.29727 0.41446 -1.94779  0.1220
H29 -2.13107 0.64516 -4.10349  0.0702
H30 -3.75587 0.01896 -4.34319  0.0889
H31 -2.63027 -0.84364 -3.28879  0.0643
H32 -2.52247 3.35086 -2.84779  0.0884
H33 -1.08987 2.65466 -3.59479  0.1003
H34 -0.92137 3.88996 -2.34919  0.0963
H35 0.32613 2.67626 -1.09719  0.0152

As for the energy: -2304.10805 a.u. For the HOMO-LUMO gap (spin up / spin down), the calculation gives 4.644 / 4.728 eV. The energy above the lowest of the compared OMol25 structures with the same formula, charge and spin comes out at 217.1 kJ/mol. As for the charge: +2. The value obtained for the HOMO energy (spin up / spin down) is -13.35 / -13.39 eV. Its LUMO energy (spin up / spin down) is -8.7 / -8.7 eV. The value obtained for the molar mass is 754.76 g mol⁻¹.

---

No. 3
C21H22ClGaNP | ωB97M-V/def2-TZVPD

Each line ends with the Löwdin charge.
Geometry (Å):
Ga1 0.11812 -0.03318 2.09901  0.2153
Cl1 2.29096 -0.41689 1.96346  0.2911
P1 -0.00040 -0.01845 -0.61012  1.0195
C1 -0.68322 1.52416 -1.33735  -0.3528
C2 -1.88877 1.56075 -2.06149  -0.0744
C3 -2.35261 2.75535 -2.60744  -0.0404
C4 -1.65403 3.94552 -2.37339  -0.0325
C5 -0.50072 3.94472 -1.57548  -0.0499
C6 -0.03366 2.74396 -1.04459  -0.1232
C7 1.63970 -0.21999 -1.42820  -0.3637
C8 2.36460 -1.39764 -1.14812  -0.1447
C9 3.64730 -1.58444 -1.65772  -0.0571
C10 4.23876 -0.57903 -2.43169  -0.0438
C11 3.56011 0.62464 -2.66412  -0.0499
C12 2.27629 0.80309 -2.15114  -0.0776
C13 -0.94420 -1.38452 -1.38647  -0.3675
C14 -1.55391 -2.35008 -0.56704  -0.1096
C15 -2.34509 -3.34765 -1.13287  -0.0571
C16 -2.53218 -3.37384 -2.51913  -0.0416
C17 -1.92895 -2.42382 -3.35269  -0.0333
C18 -1.13596 -1.42813 -2.77677  -0.0852
H1 1.92022 -2.16681 -0.51778  0.0978
H2 4.18246 -2.52405 -1.44484  0.1249
H3 5.23469 -0.73684 -2.85979  0.1224
H4 4.01425 1.42448 -3.26678  0.1240
H5 1.77028 1.75224 -2.32864  0.0941
H6 -2.46488 0.64775 -2.22194  0.1065
H7 -3.25066 2.74452 -3.23963  0.1279
H8 -2.00443 4.88124 -2.82060  0.1259
H9 0.05627 4.87507 -1.39659  0.1261
H10 0.85519 2.74765 -0.41008  0.1114
H11 -1.40531 -2.29604 0.51515  0.0714
H12 -2.84009 -4.09970 -0.49981  0.1240
H13 -3.17215 -4.13917 -2.96814  0.1241
H14 -2.08754 -2.42093 -4.43915  0.1283
H15 -0.67605 -0.67146 -3.40638  0.1216
H16 -1.22778 0.81764 1.70045  0.1480
H17 -1.49250 -0.22353 1.76153  0.1601
C19 -0.53394 -0.34985 7.31367  -0.0558
C20 0.55575 0.37222 6.47163  -0.1297
C21 0.25713 0.18720 5.05673  -0.0040
N1 0.09031 0.07033 3.92418  0.1357
H18 -1.54976 0.03068 7.10380  0.0960
H19 -0.34403 -0.22726 8.38274  0.0970
H20 -0.58382 -1.43284 7.10074  0.0970
H21 0.56257 1.45519 6.63448  0.1510
H22 1.55169 -0.06224 6.61841  0.1524

As for the energy: -3593.80674 a.u. For the HOMO-LUMO gap, the calculation gives 4.173 eV. As for the charge: +2. The value obtained for the HOMO energy is -14.28 eV. Its LUMO energy is -10.1 eV. The value obtained for the molar mass is 424.56 g mol⁻¹.

---

No. 4
C2H3N3OS | ωB97M-V/def2-TZVPD

Each line ends with the Löwdin charge.
Geometry (Å):
O1 -1.53163 -0.79487 -0.97892  0.1033
C1 -0.26657 -0.68376 -0.65182  -0.5524
N1 0.77278 -1.38811 -1.06888  0.1404
C2 1.76367 -0.81222 -0.32123  -0.2371
N2 1.41660 0.14331 0.48393  0.0357
N3 0.08412 0.23661 0.22864  -0.4564
S1 -0.86543 1.45802 1.01081  0.8184
H1 -1.66687 -1.55951 -1.58158  0.1482
H2 2.79661 -0.97615 -0.45323  0.0943
H3 0.07300 1.59953 2.02562  -0.0945

The structure (SMILES) is Oc1ncnn1S. As for the energy: -715.67621 a.u. For the HOMO-LUMO gap, the calculation gives 9.767 eV. The energy above the lowest of the compared OMol25 structures with the same formula, charge and spin comes out at 52.6 kJ/mol. The value obtained for the HOMO energy is -9.18 eV. Its LUMO energy is 0.6 eV. The value obtained for the molar mass is 117.13 g mol⁻¹.

---

No. 5
C5H4N4 | ωB97M-V/def2-TZVPD

Each line ends with the Löwdin charge.
Geometry (Å):
H1 1.96835 -1.91633 -0.03022  0.0400
N1 2.48109 -1.06402 -0.10021  0.2014
C1 1.53735 -0.18725 0.01564  -0.3696
N2 1.86988 1.19307 0.01720  0.1319
C2 0.74257 1.78590 0.04892  -0.0464
N3 -0.39658 0.88660 -0.05717  -0.0878
N4 -1.74043 0.98672 -0.07113  0.0995
C3 -2.10075 -0.31498 -0.03566  -0.1160
C4 -0.96843 -1.16314 0.09942  0.0085
C5 0.12286 -0.34456 -0.02405  -0.1920
H2 0.68728 2.91076 0.06268  0.1488
H3 -3.16283 -0.60149 -0.11680  0.1133
H4 -1.04034 -2.17128 0.19139  0.0685

The structure (SMILES) is [H]/N=C1/N=Cn2nccc21. As for the energy: -411.89216 a.u. For the HOMO-LUMO gap, the calculation gives 8.959 eV. The energy above the lowest of the compared OMol25 structures with the same formula, charge and spin comes out at 226.1 kJ/mol. The value obtained for the HOMO energy is -9.80 eV. Its LUMO energy is -0.8 eV. The value obtained for the molar mass is 120.12 g mol⁻¹.

---

No. 6
C5H10N2S | ωB97M-V/def2-TZVPD

Each line ends with the Löwdin charge.
Geometry (Å):
C1 2.16268 -0.93592 -0.54485  -0.1226
C2 0.91298 -0.90538 0.31010  -0.3679
N1 0.09377 -0.01900 -0.40428  -0.0706
C3 0.46725 1.28884 -0.08042  -0.1768
C4 -0.79283 0.77302 0.43479  -0.3235
C5 -2.02137 1.14800 -0.19623  -0.2845
N2 -3.13002 0.53817 -0.42417  -0.3672
S1 -3.18116 -1.13689 -0.14117  0.6899
H1 2.78564 -1.59291 0.11557  0.0761
H2 2.49770 0.15939 -1.03115  0.1405
H3 1.85151 -1.56278 -1.47100  0.0924
H4 0.52722 -1.99683 0.44589  0.1448
H5 1.29526 -0.74739 1.33058  0.1102
H6 1.30225 1.49081 0.68885  0.1523
H7 0.48414 1.98304 -0.89717  0.1127
H8 -0.80078 0.72669 1.63899  0.2039
H9 -2.29992 2.21715 -0.51210  0.1358
H10 -2.15430 -1.42802 0.73776  -0.1455

The structure (SMILES) is CCN1C[C@H]1/C=N\S. As for the energy: -704.05523 a.u. For the HOMO-LUMO gap, the calculation gives 9.633 eV. The energy above the lowest of the compared OMol25 structures with the same formula, charge and spin comes out at 442.6 kJ/mol. The value obtained for the HOMO energy is -8.83 eV. Its LUMO energy is 0.8 eV. The value obtained for the molar mass is 130.22 g mol⁻¹.

---

Q: Which value of energy does entry 2 give?
A: -2304.10805 a.u.

---

Repeat the fourth record exactly.
C2H3N3OS | ωB97M-V/def2-TZVPD

Each line ends with the Löwdin charge.
Geometry (Å):
O1 -1.53163 -0.79487 -0.97892  0.1033
C1 -0.26657 -0.68376 -0.65182  -0.5524
N1 0.77278 -1.38811 -1.06888  0.1404
C2 1.76367 -0.81222 -0.32123  -0.2371
N2 1.41660 0.14331 0.48393  0.0357
N3 0.08412 0.23661 0.22864  -0.4564
S1 -0.86543 1.45802 1.01081  0.8184
H1 -1.66687 -1.55951 -1.58158  0.1482
H2 2.79661 -0.97615 -0.45323  0.0943
H3 0.07300 1.59953 2.02562  -0.0945

The structure (SMILES) is Oc1ncnn1S. As for the energy: -715.67621 a.u. For the HOMO-LUMO gap, the calculation gives 9.767 eV. The energy above the lowest of the compared OMol25 structures with the same formula, charge and spin comes out at 52.6 kJ/mol. The value obtained for the HOMO energy is -9.18 eV. Its LUMO energy is 0.6 eV. The value obtained for the molar mass is 117.13 g mol⁻¹.